1.
ORCA calculation (the ωB97M-V functional and the def2-TZVPD basis) on C20H24N2O5S in the gas phase.

The geometry in XYZ format:
```
52
C20H24N2O5S | the OMol25 dataset | the ωB97M-V functional and the def2-TZVPD basis
C 2.8119 1.5629 -2.1494
N 3.9861 0.8167 -1.7527
S 4.0941 0.5320 -0.0982
O 5.4464 0.1405 0.1597
O 3.5345 1.6286 0.6401
C 3.0139 -0.8870 0.0246
C 1.7135 -0.7200 0.4428
C 0.8550 -1.8180 0.4518
C 1.3238 -3.0674 0.0534
C 2.6415 -3.2178 -0.3475
C 3.4917 -2.1226 -0.3704
H 4.5213 -2.2044 -0.6797
H 3.0042 -4.1888 -0.6480
H 0.6523 -3.9117 0.0628
C -0.5486 -1.5857 0.8711
O -0.9484 -0.5332 1.3133
O -1.3282 -2.6522 0.6968
C -2.7032 -2.5097 1.0459
H -2.7944 -1.8880 1.9428
H -3.0699 -3.5201 1.2300
C -3.5125 -1.8951 -0.1130
O -4.2568 -2.5733 -0.7891
N -3.3036 -0.5842 -0.3016
H -2.7021 -0.0573 0.3206
C -3.9768 0.1268 -1.3758
C -5.3222 0.6682 -0.8905
H -5.2005 1.2854 -0.0049
H -5.7961 1.2545 -1.6731
H -5.9716 -0.1664 -0.6388
H -4.1812 -0.6319 -2.1426
C -3.0645 1.1897 -1.9999
H -3.4822 1.4313 -2.9799
H -2.0790 0.7461 -2.1615
C -2.9027 2.5050 -1.2220
C -1.9931 2.4157 -0.0265
C -2.4987 2.3109 1.2628
C -1.6497 2.2787 2.3550
C -0.2816 2.3604 2.1730
C 0.2378 2.4650 0.8932
C -0.6148 2.4843 -0.1963
H -0.2092 2.5725 -1.1959
H 1.3073 2.5398 0.7529
H 0.3836 2.3434 3.0230
H -2.0603 2.1962 3.3508
H -3.5684 2.2685 1.4182
H -2.4799 3.2384 -1.9138
H -3.8824 2.8720 -0.9168
H 1.3560 0.2464 0.7642
H 4.8498 1.2241 -2.0806
H 2.8198 1.7025 -3.2287
H 1.9386 0.9737 -1.8711
H 2.7519 2.5352 -1.6510
```

SMILES string: CNS(=O)(=O)c1cccc(C(=O)OCC(=O)N[C@@H](C)CCc2ccccc2)c1
HOMO energy: -9.083 eV
Orbital gap: 8.963 eV
Energy above the lowest of the compared OMol25 structures with the same formula, charge and spin: 78.8 kJ/mol

Formally, the natural (NBO) partial charges of the atoms, in units of the elementary charge, are as follows: -0.43 -0.86 2.31 -0.93 -0.94 -0.36 -0.09 -0.18 -0.13 -0.22 -0.14 0.24 0.23 0.24 0.79 -0.61 -0.49 -0.16 0.21 0.22 0.65 -0.62 -0.64 0.44 -0.06 -0.62 0.20 0.21 0.23 0.23 -0.39 0.21 0.21 -0.42 -0.04 -0.19 -0.20 -0.21 -0.21 -0.23 0.20 0.23 0.22 0.21 0.20 0.22 0.21 0.26 0.40 0.21 0.21 0.20

***

2.
ORCA calculation (the ωB97M-V functional and the def2-TZVPD basis) on C20H24N4O4S in the gas phase at a distorted geometry.

The geometry in XYZ format:
```
53
C20H24N4O4S | the OMol25 dataset | the ωB97M-V functional and the def2-TZVPD basis
C -8.7692 -2.0811 1.5226
C -8.4387 -0.7156 0.8237
H -8.7252 -0.6193 -0.2549
H -9.0947 0.0304 1.3392
O -7.2019 -0.4810 0.7764
C -6.4507 -0.8921 0.0392
O -6.8449 -1.6176 -0.7740
N -5.1245 -0.4472 0.0968
C -4.1523 -0.7460 -0.8702
H -4.4987 -1.4997 -1.5130
C -3.6933 0.7219 -1.4405
N -3.2897 1.5605 -0.5619
C -1.8962 1.7031 -0.3474
O -1.6098 2.6726 0.7532
C -0.8718 1.4598 -1.3726
H 0.0007 1.9619 -0.8895
H -1.1322 1.5132 -2.2184
S -0.5130 -0.3580 -1.0142
C 1.3309 -0.1629 -0.7445
N 1.8265 0.9379 -0.5780
N 3.0704 0.9581 -0.5066
C 3.7029 -0.0226 0.0517
C 3.2038 -1.2728 0.0071
C 1.8114 -1.4203 -0.1774
H 1.3252 -2.2298 -0.5735
H 3.8536 -2.2384 0.2338
C 5.2514 -0.0910 0.1883
C 6.2086 -0.7612 -0.0029
C 7.4398 -0.7416 0.4214
C 7.9662 0.5045 0.8319
C 7.0106 1.6695 0.8637
C 5.6355 1.3231 0.5051
H 4.9700 2.1748 0.7661
H 7.3076 2.3992 1.2380
H 8.9348 0.6728 0.9927
O 8.3809 -1.5723 0.1461
C 9.7425 -1.6175 0.1870
H 10.1632 -2.5678 0.3905
H 9.8916 -1.3374 1.4253
H 10.0429 -0.7256 -0.1856
H 5.9708 -1.9732 -0.1808
C -4.3517 1.8492 0.7537
H -3.8880 2.4344 1.2660
C -4.7199 0.3493 1.2380
H -5.5936 0.7574 1.8267
H -3.6725 -0.0041 1.7524
H -4.9778 2.1326 0.0433
H -2.7146 0.1428 -2.1328
H -4.4530 1.0586 -2.1016
H -3.3754 -1.1851 -0.2377
H -9.8514 -2.2771 1.3527
H -8.2403 -2.7854 0.8254
H -8.2990 -2.0330 2.3738
```

SMILES string: CCOC(=O)N1CCN(C(=O)CSc2ccc(-c3cccc(OC)c3)nn2)CC1
HOMO energy: -8.143 eV
Orbital gap: 7.867 eV
Energy above the lowest of the compared OMol25 structures with the same formula, charge and spin: 2348.8 kJ/mol

Formally, the natural (NBO) partial charges of the atoms, in units of the elementary charge, are as follows: -0.63 -0.06 0.19 0.18 -0.46 0.90 -0.68 -0.49 -0.23 0.24 -0.18 -0.47 0.64 -0.71 -0.55 0.32 0.19 0.14 0.15 -0.26 -0.16 0.14 -0.15 -0.23 0.22 0.23 -0.05 -0.22 0.31 -0.27 -0.13 -0.21 0.23 0.15 0.19 -0.50 -0.24 0.24 0.13 0.20 0.17 -0.09 0.20 -0.26 0.25 0.22 0.18 0.18 0.20 0.18 0.22 0.23 0.20

***

3.
ORCA calculation (the ωB97M-V functional and the def2-TZVPD basis) on C20H25AsF6MnN4O6S5 as an isolated structure at a distorted geometry.

The geometry in XYZ format:
```
68
C20H25AsF6MnN4O6S5 | the OMol25 dataset | the ωB97M-V functional and the def2-TZVPD basis
Mn -0.6131 -0.4680 0.2142
C 7.2828 0.3046 0.9757
C 5.8241 0.0126 1.1259
C 4.9818 0.9504 1.7343
C 3.6328 0.7024 1.8732
C 3.1225 -0.5078 1.4127
C 3.9293 -1.4633 0.8169
C 5.2787 -1.1893 0.6735
S 1.4070 -0.7504 1.6641
O 1.1129 -1.0006 3.0267
O 0.8533 -1.6571 0.6187
N 0.6898 0.6373 1.0509
C -0.2688 1.3041 1.7870
C -0.2040 1.6849 3.1222
C -1.3687 2.1416 3.6995
C -2.5312 2.2320 2.9312
C -2.5050 1.8400 1.6106
N -1.3819 1.3929 1.0343
H 7.7714 0.2675 1.9514
H 7.4340 1.3098 0.5835
H 7.7732 -0.4131 0.3229
H 5.3937 1.8785 2.1079
H 2.9698 1.4259 2.3314
H 3.5083 -2.3982 0.4687
H 5.9231 -1.9284 0.2169
H 0.7035 1.5493 3.6915
H -1.3774 2.4123 4.7467
H -3.4490 2.6053 3.3619
H -3.3854 1.8914 0.9846
F -3.7891 -1.4461 3.4147
C -3.4194 -2.3508 2.5145
F -3.7970 -1.9023 1.3105
F -4.0021 -3.4949 2.7652
S -1.5448 -2.3889 2.5296
O -1.3346 -1.0381 1.9568
O -1.1445 -2.6113 3.8593
N -1.0432 -3.4899 1.5208
S -1.0243 -3.3438 -0.0290
O 0.1267 -3.7359 -0.7636
O -1.6017 -2.0259 -0.4548
C -2.3732 -4.5115 -0.5647
F -2.0170 -5.7580 -0.3615
F -3.4678 -4.2400 0.1315
F -2.6128 -4.3047 -1.8520
C 2.1492 -0.8423 -2.0729
As 0.2972 -0.2653 -1.9149
C 0.4763 1.4596 -2.8396
C -0.4637 -1.3428 -3.3527
H 2.4584 -0.7313 -3.1120
H 2.2116 -1.8938 -1.7949
H 2.7986 -0.2461 -1.4337
H 1.1191 1.3092 -3.7061
H 0.9336 2.1871 -2.1696
H -0.4928 1.8282 -3.1637
H 0.0688 -1.1050 -4.2733
H -1.5274 -1.1599 -3.4806
H -0.3119 -2.3915 -3.0982
S -2.8431 0.3462 -1.4462
C -3.0842 1.9374 -1.9933
N -4.0165 2.2282 -2.8736
C -4.2335 3.6252 -3.2323
C -3.0391 4.4160 -2.6903
S -2.1929 3.3254 -1.4774
H -4.6346 1.5096 -3.2276
H -5.1741 3.9713 -2.8000
H -4.3015 3.7131 -4.3159
H -3.3420 5.3279 -2.1840
H -2.3181 4.6696 -3.4636
```

HOMO energy (alpha / beta): -14.642 / -14.651 eV
Orbital gap (alpha / beta): 5.957 / 5.598 eV
Net charge: +2
⟨S²⟩: 0.84
Spin multiplicity: 2

Formally, the natural (NBO) partial charges of the atoms, in units of the elementary charge, are as follows: 0.84 -0.65 0.07 -0.20 -0.17 -0.31 -0.19 -0.20 2.28 -0.83 -0.89 -0.76 0.36 -0.24 -0.08 -0.22 0.07 -0.44 0.25 0.24 0.23 0.24 0.22 0.25 0.24 0.26 0.26 0.26 0.23 -0.30 0.76 -0.32 -0.27 2.26 -0.99 -0.82 -1.17 2.24 -0.86 -0.91 0.77 -0.27 -0.30 -0.29 -0.94 1.22 -0.92 -0.92 0.26 0.26 0.25 0.25 0.25 0.23 0.25 0.25 0.26 0.14 -0.05 -0.52 -0.23 -0.53 0.38 0.44 0.23 0.25 0.27 0.25

***

4.
ORCA calculation (the ωB97M-V functional and the def2-TZVPD basis) on a 2-piece molecular cluster, C20H25BClN3O14 overall at a distorted geometry.

The geometry in XYZ format:
```
64
C20H25BClN3O14 | the OMol25 dataset | the ωB97M-V functional and the def2-TZVPD basis
C 1.7232 -2.8281 4.1871
C 2.1198 -2.4618 2.7674
Cl 3.1366 -0.9727 2.8329
C 0.8883 -2.2819 1.8608
C 1.0579 -1.3288 0.7022
C 0.1696 -0.2580 0.5762
C -0.9601 0.0072 1.5471
C -1.9244 1.0902 1.1020
O -1.3204 2.3901 1.1106
C -3.1381 1.1401 2.0776
N -4.3166 1.6554 1.4391
C 0.3228 0.5926 -0.4912
N 1.3155 0.4176 -1.3708
O 1.4504 1.2942 -2.4151
C 2.1988 -0.5827 -1.2797
C 3.3028 -0.6791 -2.3275
O 4.4724 -0.0677 -1.8285
C 4.4821 1.3392 -1.9426
O 3.8838 1.9784 -0.8570
C 4.6115 1.8251 0.3601
C 4.5244 3.1201 1.1471
O 5.7955 3.7498 1.2040
C 2.0797 -1.4950 -0.2397
N 2.9352 -2.6209 -0.1078
C 4.1434 -2.4273 0.0562
O 5.2739 -2.3612 -0.0134
H 0.8121 -3.4229 4.1990
H 2.4996 -3.4423 4.6360
H 1.6055 -1.9621 4.8293
H 2.7525 -3.2385 2.3644
H 0.5306 -3.2495 1.5127
H 0.1227 -1.8836 2.5155
H -1.5119 -0.9135 1.7145
H -0.5217 0.2990 2.5069
H -2.3161 0.8744 0.1080
H -0.4582 2.3518 1.5334
H -2.8407 1.8312 2.8629
H -3.2997 0.1330 2.4535
H -4.6218 1.0250 0.7077
H -4.1912 2.5908 1.0830
H -0.3358 1.4235 -0.6867
H 1.0509 2.1244 -2.1131
H 3.5170 -1.7382 -2.4306
H 2.9900 -0.2890 -3.2905
H 3.9480 1.6453 -2.8370
H 5.5225 1.6530 -2.0178
H 4.1441 1.0524 0.9689
H 5.6468 1.5283 0.2034
H 3.7822 3.7623 0.6681
H 4.1642 2.9438 2.1629
H 5.8228 4.3042 1.9869
B -5.9400 -0.7457 -2.7542
O -5.6507 -0.5125 -1.3176
C -5.4537 -1.6808 -0.7291
O -5.1758 -1.8271 0.4290
C -5.6096 -2.7851 -1.7758
O -5.4841 -3.9590 -1.5787
O -5.8897 -2.2129 -2.9381
O -7.2506 -0.1958 -3.1345
C -7.0747 0.7065 -4.0977
O -7.9371 1.3406 -4.6281
C -5.5768 0.7927 -4.4011
O -5.0562 1.5050 -5.2089
O -4.9436 -0.0633 -3.6038
```

HOMO energy: -8.886 eV
Orbital gap: 6.648 eV
Energy above the lowest of the compared OMol25 structures with the same formula, charge and spin: 0.0 kJ/mol

Formally, the natural (NBO) partial charges of the atoms, in units of the elementary charge, are as follows: -0.63 -0.15 -0.09 -0.49 0.19 -0.03 -0.46 0.06 -0.73 -0.22 -0.83 0.02 0.05 -0.47 0.19 -0.11 -0.53 0.22 -0.55 -0.10 -0.08 -0.72 0.12 -0.59 0.92 -0.41 0.23 0.23 0.23 0.22 0.27 0.23 0.25 0.23 0.19 0.46 0.19 0.20 0.38 0.36 0.26 0.50 0.22 0.22 0.17 0.18 0.18 0.21 0.18 0.16 0.48 1.15 -0.66 0.68 -0.58 0.67 -0.55 -0.64 -0.65 0.67 -0.54 0.67 -0.55 -0.66